i | Entry from the OMol25 dataset: the molecule C4H6N2O (ωB97M-V with the def2-TZVPD basis set).

The lowest unoccupied orbital energy comes out at 0.008 Eh. Its net charge is 0. The calculation puts the gap between HOMO and LUMO at 8.04 eV. Its molecular weight is 98.105 g/mol.

CARTESIAN COORDINATES (ANGSTROEM)
1 C 1.974 -0.892 -0.293
2 C 0.570 -0.296 -0.203
3 C 0.552 1.039 0.300
4 N -0.840 1.827 0.145
5 C -1.757 1.062 0.141
6 N -2.729 0.183 0.250
7 O -0.416 -1.016 -0.504
8 H 2.149 -1.260 -1.310
9 H 2.769 -0.184 -0.031
10 H 2.043 -1.740 0.398
11 H 1.286 1.778 0.008
12 H -2.364 -0.743 -0.023
13 H -3.238 0.241 1.121

=====

ii | Entry from the OMol25 dataset: the molecule C4H6N2O (ωB97M-V with the def2-TZVPD basis set).

The lowest unoccupied orbital energy comes out at 0.025 Eh. Its net charge is 0. The calculation puts the gap between HOMO and LUMO at 10.01 eV. Its SMILES is N[C@@H]1C=CC(O)=N1. Its molecular weight is 98.105 g/mol.

CARTESIAN COORDINATES (ANGSTROEM)
1 N 1.447 -1.637 0.400
2 C 0.886 -0.312 0.314
3 C -0.381 -0.113 1.115
4 C -1.216 0.621 0.375
5 C -0.526 0.808 -0.925
6 O -1.014 1.565 -1.926
7 N 0.603 0.217 -1.024
8 H 0.842 -2.302 -0.073
9 H 2.331 -1.648 -0.099
10 H -0.532 -0.492 2.120
11 H -2.198 0.999 0.645
12 H -1.875 1.922 -1.675
13 H 1.635 0.372 0.754

=====

iii | Entry from the OMol25 dataset: the molecule C4H6N2O (ωB97M-V with the def2-TZVPD basis set).

The lowest unoccupied orbital energy comes out at 0.018 Eh. Its net charge is 0. The calculation puts the gap between HOMO and LUMO at 11.31 eV. Its SMILES is [H]/N=C(\C#N)OCC. Its molecular weight is 98.105 g/mol.

CARTESIAN COORDINATES (ANGSTROEM)
1 C -0.102 -0.748 -1.490
2 C -0.196 0.731 -1.126
3 O -0.090 1.093 0.270
4 C -0.094 0.234 1.282
5 N -0.819 -0.797 1.400
6 C 0.907 0.675 2.258
7 N 1.746 1.009 2.981
8 H -0.398 -1.396 -0.666
9 H -0.783 -0.956 -2.319
10 H 0.910 -1.017 -1.800
11 H -1.121 1.184 -1.487
12 H 0.639 1.283 -1.563
13 H -0.600 -1.294 2.260

=====

iv | Entry from the OMol25 dataset: the molecule C4H6N2O (ωB97M-V with the def2-TZVPD basis set).

The lowest unoccupied orbital energy comes out at 0.022 Eh. Its net charge is 0. The calculation puts the gap between HOMO and LUMO at 7.97 eV. Its molecular weight is 98.105 g/mol.

CARTESIAN COORDINATES (ANGSTROEM)
1 O 0.503 2.146 0.815
2 C 0.329 1.018 0.165
3 N 1.182 -0.002 0.264
4 C 0.571 -1.154 -0.419
5 C -0.826 -0.601 -0.753
6 C -1.734 -0.115 0.316
7 N -0.737 0.864 -0.606
8 H 1.834 -0.067 1.031
9 H 0.543 -2.025 0.244
10 H 1.145 -1.400 -1.315
11 H -1.252 -0.916 -1.703
12 H -0.389 2.539 0.699
13 H -1.169 -0.288 1.262

=====

Which of them is most stable, and which least? Most stable: ii; least stable: iv.

=====

i | Entry from the OMol25 dataset: a structure of composition C4H6N2O (ωB97M-V with the def2-TZVPD basis set).

The lowest unoccupied orbital energy comes out at 0.025 Eh. Its net charge is 0. The calculation puts the gap between HOMO and LUMO at 9.24 eV. Its molecular weight is 98.105 g/mol.

CARTESIAN COORDINATES (ANGSTROEM)
1 C 2.183 -0.263 0.669
2 C 0.922 0.169 1.011
3 C 0.134 1.114 0.287
4 N -0.931 0.926 -0.422
5 C -1.251 -0.436 -0.564
6 N -2.427 -0.623 -1.216
7 O -0.554 -1.362 -0.157
8 H 2.629 -0.153 -0.327
9 H 1.958 0.709 1.541
10 H 2.758 -0.863 1.375
11 H 0.403 2.160 0.472
12 H -2.808 -1.552 -1.268
13 H -3.015 0.173 -1.402

=====

ii | Entry from the OMol25 dataset: the molecule C4H6N2O (ωB97M-V with the def2-TZVPD basis set).

The lowest unoccupied orbital energy comes out at 0.015 Eh. Its net charge is 0. The calculation puts the gap between HOMO and LUMO at 8.89 eV. Its SMILES is Cn1nccc1O. Its molecular weight is 98.105 g/mol.

CARTESIAN COORDINATES (ANGSTROEM)
1 C -1.256 -1.196 0.013
2 C 1.985 -0.046 0.012
3 C 1.324 1.197 -0.029
4 C -0.033 0.885 -0.140
5 H -1.033 -2.260 0.317
6 H -1.922 -1.229 -0.838
7 H -1.679 -0.748 1.011
8 H 2.995 -0.276 0.221
9 H 1.714 2.232 -0.054
10 H -2.090 1.342 -0.063
11 N -0.054 -0.494 -0.243
12 N 1.157 -1.049 -0.156
13 O -1.107 1.642 -0.050

=====

Which of them is most stable, and which least? Most stable: ii; least stable: i.

=====

i | Entry from the OMol25 dataset: a cluster of 2 separate species, C4H6N2O in total (ωB97M-V with the def2-TZVPD basis set).

The lowest unoccupied orbital energy comes out at 0.033 Eh. Its net charge is 0. The calculation puts the gap between HOMO and LUMO at 10.68 eV. Its molecular weight is 98.105 g/mol.

CARTESIAN COORDINATES (ANGSTROEM)
1 O 1.374 2.616 0.791
2 C 0.932 1.720 1.330
3 N 1.538 -0.324 -0.780
4 C 0.406 -1.078 -0.275
5 C -0.786 -0.198 -0.199
6 C -2.002 0.197 0.472
7 N -1.120 0.976 -0.491
8 H 2.400 -0.846 -0.677
9 H 0.609 -1.364 0.765
10 H 0.164 -2.010 -0.815
11 H 1.418 -0.092 -1.760
12 H -2.990 -0.084 0.113
13 H -1.942 0.487 1.524

=====

ii | Entry from the OMol25 dataset: the molecule C4H6N2O (ωB97M-V with the def2-TZVPD basis set).

The lowest unoccupied orbital energy (spin up / spin down) comes out at -0.001 / 0.020 Eh. Its net charge is 0. The calculation puts the gap between HOMO and LUMO (spin up / spin down) at 7.33 / 8.18 eV. Its molecular weight is 98.105 g/mol.

CARTESIAN COORDINATES (ANGSTROEM)
1 C -2.324 0.492 0.066
2 C -1.007 -0.196 0.081
3 O 0.047 0.523 -0.029
4 C 1.311 0.085 -0.059
5 N 1.514 -1.290 0.082
6 C 2.293 1.081 -0.163
7 N 3.151 1.868 -0.226
8 H -2.313 1.335 -0.633
9 H -3.105 -0.209 -0.241
10 H -2.599 0.883 1.056
11 H 1.581 -1.790 -0.801
12 H -0.867 -1.264 0.215
13 H 2.318 -1.518 0.653

=====

Which of them is most stable, and which least? Most stable: i; least stable: ii.